A structure of composition C25H49CaCl2F3N7O10S2 at a distorted geometry, computed with wB97M-V/def2-TZVPD.

LUMO (eV): -2.3
Charge: +1
Max |F| (eV/Å): 5.69
Total energy (eV): -130933.9207
Frontier orbital gap (eV): 8.60

Element x y z (Å)
1 Ca 0.11 -1.91 0.11
2 N -0.06 0.24 -0.30
3 S 0.83 1.52 -0.34
4 O 1.09 2.12 0.94
5 O 0.72 2.38 -1.47
6 F 2.22 0.77 -0.66
7 S -1.56 1.07 -0.02
8 O -2.07 1.70 -1.20
9 O -1.80 1.68 1.24
10 F -2.37 -0.31 0.07
11 C -5.14 1.51 1.10
12 C -6.10 0.38 1.32
13 O -5.74 -0.61 1.96
14 N -7.35 0.53 0.84
15 C -8.38 -0.45 1.07
16 H -4.45 1.21 0.31
17 H -4.58 1.72 2.00
18 H -5.64 2.43 0.79
19 H -7.51 1.40 0.37
20 H -8.27 -0.98 2.01
21 H -8.39 -1.17 0.24
22 H -9.36 0.02 1.19
23 C -2.56 -0.53 3.57
24 C -1.41 -1.48 3.35
25 O -0.96 -1.67 2.21
26 N -0.97 -2.20 4.39
27 C 0.00 -3.28 4.27
28 H -2.75 -0.42 4.64
29 H -3.47 -0.94 3.12
30 H -2.29 0.44 3.17
31 H -1.25 -1.96 5.32
32 H 1.03 -2.92 4.29
33 H -0.13 -3.88 3.38
34 H -0.18 -3.96 5.11
35 C 1.93 2.36 -5.09
36 C 1.16 1.05 -5.12
37 O 1.43 0.16 -5.92
38 N 0.31 0.86 -4.09
39 C -0.37 -0.39 -3.84
40 H 2.41 2.50 -4.12
41 H 1.28 3.17 -5.40
42 H 2.74 2.30 -5.82
43 H 0.21 1.56 -3.37
44 H -1.37 -0.29 -4.27
45 H -0.60 -0.54 -2.78
46 H 0.18 -1.22 -4.28
47 C 2.36 -4.82 -1.94
48 C 2.26 -3.32 -2.14
49 O 1.64 -2.61 -1.35
50 N 2.85 -2.80 -3.21
51 C 3.00 -1.38 -3.44
52 H 2.84 -5.01 -0.98
53 H 2.94 -5.32 -2.71
54 H 1.34 -5.19 -1.98
55 H 3.25 -3.42 -3.89
56 H 2.14 -0.76 -3.22
57 H 3.37 -1.14 -4.43
58 H 3.76 -0.97 -2.75
59 C -2.44 -3.34 -3.51
60 C -2.57 -3.06 -2.03
61 O -1.64 -2.57 -1.38
62 N -3.74 -3.40 -1.48
63 C -4.17 -3.12 -0.11
64 H -2.70 -2.49 -4.15
65 H -3.03 -4.20 -3.82
66 H -1.40 -3.52 -3.77
67 H -4.39 -3.80 -2.13
68 H -4.61 -4.01 0.35
69 H -4.92 -2.33 -0.16
70 H -3.30 -2.88 0.49
71 C 4.23 -1.36 1.20
72 C 2.93 -1.06 1.94
73 O 1.83 -1.46 1.54
74 N 3.01 -0.24 2.98
75 C 1.92 0.25 3.79
76 H 4.44 -0.57 0.48
77 H 4.14 -2.31 0.67
78 H 5.02 -1.39 1.95
79 H 3.92 0.11 3.26
80 H 2.27 0.91 4.58
81 H 1.35 -0.56 4.25
82 H 1.24 0.83 3.16
83 C 0.51 5.54 -1.77
84 Cl -0.21 6.22 -3.26
85 Cl -0.68 5.07 -0.59
86 H 1.07 4.66 -2.05
87 H 1.18 6.29 -1.37
88 F 3.34 6.37 2.84
89 C 4.10 5.29 2.58
90 C 5.48 5.47 2.44
91 C 6.25 4.34 2.25
92 C 5.68 3.08 2.16
93 C 4.31 2.94 2.27
94 C 3.49 4.06 2.45
95 H 5.83 6.45 2.72
96 H 7.32 4.43 2.09
97 H 6.31 2.21 1.99
98 H 3.86 1.96 2.33
99 H 2.42 3.95 2.57


A cluster of 2 separate species, C25H49F2N3O3Si2 in total at a distorted geometry, computed with wB97M-V/def2-TZVPD.

LUMO (eV): -2.7
Charge: 0
Max |F| (eV/Å): 4.88
Total energy (eV): -58511.6157
Frontier orbital gap (eV): 2.24

Element x y z (Å)
1 C -5.72 -3.13 -4.53
2 C -5.61 -2.40 -3.11
3 C -4.32 -1.46 -2.93
4 N -3.01 -2.14 -3.16
5 C -2.14 -2.15 -1.99
6 C -1.67 -0.83 -1.33
7 C -2.03 0.65 -1.80
8 C -0.68 1.30 -2.45
9 F -0.86 1.65 -3.84
10 C -0.72 -0.94 -0.07
11 C -0.20 0.33 0.73
12 C -1.22 0.44 2.12
13 C -2.58 -0.56 2.05
14 O -2.59 1.03 1.88
15 C -0.27 -2.37 0.43
16 O 0.61 -2.39 1.53
17 C 1.92 -2.93 1.19
18 C 2.62 -2.28 -0.09
19 C 3.08 -0.75 0.09
20 C -0.83 -3.59 -0.33
21 F -0.44 -4.89 0.13
22 N -1.72 -3.45 -1.47
23 C -2.25 -4.69 -2.15
24 O -1.60 -4.94 -3.42
25 C -1.28 -6.37 -3.46
26 C -0.20 -6.54 -4.68
27 H -5.65 -2.35 -5.36
28 H -6.73 -3.68 -4.56
29 H -4.85 -3.88 -4.59
30 H -6.53 -1.69 -3.05
31 H -5.70 -3.09 -2.20
32 H -4.37 -0.97 -1.90
33 H -4.39 -0.60 -3.69
34 H -2.47 -1.71 -3.93
35 H -2.36 1.30 -0.91
36 H -2.82 0.72 -2.61
37 H -0.48 2.26 -1.85
38 H 0.22 0.58 -2.33
39 H -0.36 1.33 0.21
40 H 0.81 0.20 1.23
41 H -0.69 0.58 3.19
42 H -3.16 -0.63 1.08
43 H -2.92 -0.90 3.08
44 H 1.89 -4.08 1.11
45 H 2.60 -2.68 2.10
46 H 2.03 -2.35 -1.06
47 H 3.59 -2.89 -0.27
48 H 3.19 -0.42 1.17
49 H 2.35 0.00 -0.41
50 H 4.07 -0.61 -0.48
51 H -3.37 -4.58 -2.39
52 H -2.19 -5.59 -1.43
53 H -2.22 -7.00 -3.68
54 H -0.72 -6.73 -2.52
55 H 0.26 -5.52 -4.89
56 H -0.80 -6.91 -5.58
57 H 0.63 -7.24 -4.34
58 C 5.66 3.11 2.36
59 Si 3.95 3.90 2.28
60 C 2.80 2.63 1.49
61 C 4.09 5.38 1.13
62 N 3.46 4.33 3.88
63 Si 1.93 5.08 4.18
64 C 0.48 4.00 3.68
65 C 1.76 6.75 3.33
66 C 1.76 5.40 6.03
67 H 5.99 2.82 1.35
68 H 6.39 3.80 2.77
69 H 5.65 2.20 2.98
70 H 3.26 2.22 0.58
71 H 1.84 3.07 1.21
72 H 2.62 1.79 2.17
73 H 4.67 6.18 1.60
74 H 3.11 5.77 0.85
75 H 4.59 5.09 0.20
76 H 0.37 3.93 2.59
77 H -0.46 4.41 4.07
78 H 0.59 2.99 4.08
79 H 2.64 7.38 3.52
80 H 0.88 7.28 3.70
81 H 1.64 6.64 2.25
82 H 2.55 6.06 6.39
83 H 1.81 4.46 6.59
84 H 0.80 5.88 6.24


A structure of composition C25H49Li2O13P at a distorted geometry, computed with wB97M-V/def2-TZVPD.

LUMO (eV): 3.8
Charge: -2
Energy relative to the best compared isomer or geometry (same formula, charge and spin) (kJ/mol): 0.0
Max |F| (eV/Å): 3.64
Total energy (eV): -63041.1612
Frontier orbital gap (eV): 3.36

Element x y z (Å)
1 Li -3.84 0.50 2.10
2 Li -3.56 2.63 -0.30
3 P -5.39 1.13 0.36
4 O -6.90 1.30 0.19
5 O -4.58 2.09 1.31
6 O -4.74 1.32 -1.06
7 O -5.03 -0.29 0.88
8 O 0.15 1.08 0.33
9 C -1.22 1.32 0.40
10 O -1.60 2.19 -0.45
11 O -1.92 0.78 1.25
12 H 0.34 1.82 -0.27
13 C -2.24 -1.34 -4.84
14 C -1.16 -1.31 -3.75
15 C -1.90 -0.49 -2.70
16 O -3.20 -1.02 -2.68
17 C -3.55 -1.26 -4.04
18 H -2.18 -2.30 -5.39
19 H -2.16 -0.58 -5.61
20 H -0.22 -0.84 -4.06
21 H -0.98 -2.32 -3.38
22 H -1.92 0.59 -2.92
23 H -1.45 -0.57 -1.71
24 H -4.22 -0.48 -4.42
25 H -4.13 -2.19 -4.07
26 C 3.13 2.53 3.81
27 C 3.79 1.92 2.57
28 C 3.03 2.62 1.46
29 O 2.98 3.99 1.91
30 C 2.77 3.95 3.30
31 H 3.77 2.54 4.69
32 H 2.24 1.96 4.07
33 H 3.75 0.83 2.48
34 H 4.81 2.30 2.51
35 H 1.97 2.34 1.33
36 H 3.46 2.52 0.46
37 H 1.73 4.19 3.55
38 H 3.36 4.70 3.83
39 C 0.82 -1.59 5.21
40 C 0.78 -0.53 4.11
41 C -0.07 -1.21 3.05
42 O 0.37 -2.58 3.09
43 C 0.57 -2.91 4.46
44 H 0.07 -1.42 5.97
45 H 1.83 -1.61 5.64
46 H 1.74 -0.24 3.70
47 H 0.23 0.36 4.43
48 H 0.00 -0.79 2.05
49 H -1.13 -1.27 3.29
50 H 1.39 -3.63 4.49
51 H -0.33 -3.41 4.85
52 C 2.11 -1.80 0.26
53 C 1.44 -1.76 -1.11
54 C 2.47 -1.00 -1.91
55 O 3.72 -1.55 -1.47
56 C 3.58 -1.99 -0.10
57 H 1.69 -2.52 0.96
58 H 1.94 -0.82 0.72
59 H 0.46 -1.28 -1.09
60 H 1.36 -2.79 -1.47
61 H 2.43 0.06 -1.64
62 H 2.39 -1.17 -2.98
63 H 4.24 -1.34 0.48
64 H 3.95 -3.02 -0.04
65 C 1.82 3.97 -1.65
66 C 0.90 3.16 -2.55
67 C 1.19 3.73 -3.93
68 O 1.66 5.07 -3.72
69 C 1.76 5.33 -2.33
70 H 2.84 3.57 -1.65
71 H 1.43 3.96 -0.63
72 H -0.13 3.35 -2.22
73 H 1.01 2.08 -2.49
74 H 0.32 3.69 -4.58
75 H 2.04 3.19 -4.36
76 H 0.90 5.89 -1.94
77 H 2.63 5.96 -2.12
78 C -1.41 -3.92 0.46
79 C -2.32 -4.88 -0.32
80 C -3.08 -3.91 -1.20
81 O -3.31 -2.78 -0.38
82 C -2.24 -2.64 0.54
83 H -0.50 -3.72 -0.12
84 H -1.11 -4.37 1.41
85 H -3.01 -5.31 0.41
86 H -1.82 -5.70 -0.83
87 H -4.07 -4.22 -1.56
88 H -2.51 -3.62 -2.10
89 H -2.62 -2.43 1.54
90 H -1.63 -1.78 0.25


Please write out number 2 again, unchanged.
A cluster of 2 separate species, C25H49F2N3O3Si2 in total at a distorted geometry, computed with wB97M-V/def2-TZVPD.

LUMO (eV): -2.7
Charge: 0
Max |F| (eV/Å): 4.88
Total energy (eV): -58511.6157
Frontier orbital gap (eV): 2.24

Element x y z (Å)
1 C -5.72 -3.13 -4.53
2 C -5.61 -2.40 -3.11
3 C -4.32 -1.46 -2.93
4 N -3.01 -2.14 -3.16
5 C -2.14 -2.15 -1.99
6 C -1.67 -0.83 -1.33
7 C -2.03 0.65 -1.80
8 C -0.68 1.30 -2.45
9 F -0.86 1.65 -3.84
10 C -0.72 -0.94 -0.07
11 C -0.20 0.33 0.73
12 C -1.22 0.44 2.12
13 C -2.58 -0.56 2.05
14 O -2.59 1.03 1.88
15 C -0.27 -2.37 0.43
16 O 0.61 -2.39 1.53
17 C 1.92 -2.93 1.19
18 C 2.62 -2.28 -0.09
19 C 3.08 -0.75 0.09
20 C -0.83 -3.59 -0.33
21 F -0.44 -4.89 0.13
22 N -1.72 -3.45 -1.47
23 C -2.25 -4.69 -2.15
24 O -1.60 -4.94 -3.42
25 C -1.28 -6.37 -3.46
26 C -0.20 -6.54 -4.68
27 H -5.65 -2.35 -5.36
28 H -6.73 -3.68 -4.56
29 H -4.85 -3.88 -4.59
30 H -6.53 -1.69 -3.05
31 H -5.70 -3.09 -2.20
32 H -4.37 -0.97 -1.90
33 H -4.39 -0.60 -3.69
34 H -2.47 -1.71 -3.93
35 H -2.36 1.30 -0.91
36 H -2.82 0.72 -2.61
37 H -0.48 2.26 -1.85
38 H 0.22 0.58 -2.33
39 H -0.36 1.33 0.21
40 H 0.81 0.20 1.23
41 H -0.69 0.58 3.19
42 H -3.16 -0.63 1.08
43 H -2.92 -0.90 3.08
44 H 1.89 -4.08 1.11
45 H 2.60 -2.68 2.10
46 H 2.03 -2.35 -1.06
47 H 3.59 -2.89 -0.27
48 H 3.19 -0.42 1.17
49 H 2.35 0.00 -0.41
50 H 4.07 -0.61 -0.48
51 H -3.37 -4.58 -2.39
52 H -2.19 -5.59 -1.43
53 H -2.22 -7.00 -3.68
54 H -0.72 -6.73 -2.52
55 H 0.26 -5.52 -4.89
56 H -0.80 -6.91 -5.58
57 H 0.63 -7.24 -4.34
58 C 5.66 3.11 2.36
59 Si 3.95 3.90 2.28
60 C 2.80 2.63 1.49
61 C 4.09 5.38 1.13
62 N 3.46 4.33 3.88
63 Si 1.93 5.08 4.18
64 C 0.48 4.00 3.68
65 C 1.76 6.75 3.33
66 C 1.76 5.40 6.03
67 H 5.99 2.82 1.35
68 H 6.39 3.80 2.77
69 H 5.65 2.20 2.98
70 H 3.26 2.22 0.58
71 H 1.84 3.07 1.21
72 H 2.62 1.79 2.17
73 H 4.67 6.18 1.60
74 H 3.11 5.77 0.85
75 H 4.59 5.09 0.20
76 H 0.37 3.93 2.59
77 H -0.46 4.41 4.07
78 H 0.59 2.99 4.08
79 H 2.64 7.38 3.52
80 H 0.88 7.28 3.70
81 H 1.64 6.64 2.25
82 H 2.55 6.06 6.39
83 H 1.81 4.46 6.59
84 H 0.80 5.88 6.24


Among the records above, which one has the highest charge?
C25H49CaCl2F3N7O10S2


Among the records above, which one has the lowest frontier orbital gap?
C25H49F2N3O3Si2